This record from OMol25 describes C17H43Cl2ILiN3O7SSi2 as an isolated structure in a non-equilibrium geometry. The level of theory is ωB97M-V with the def2-TZVPD basis set.

Its frontier orbital gap is 1.7 eV. The calculation puts the highest occupied orbital energy at -3.6 eV. The calculation puts the total energy at -97064.1872 eV. As for the molecular weight: 694.5 g/mol. Its spin multiplicity is 1.

Cartesian coordinates (Å):
1 C 2.223 -0.855 2.353
2 C 2.860 -0.624 0.993
3 S 1.809 0.216 -0.242
4 C 0.193 -0.593 -0.074
5 Si -1.226 0.506 0.436
6 C -2.345 -0.406 1.691
7 C -2.360 -0.050 3.136
8 O -3.311 -0.125 3.826
9 I -0.518 0.616 4.117
10 O -0.746 2.040 0.912
11 Si -1.627 3.352 0.401
12 C -3.192 3.374 1.507
13 N -4.045 4.452 1.012
14 C -0.706 4.943 0.729
15 C 0.517 4.735 1.605
16 O 1.450 3.898 0.941
17 C 1.200 6.031 1.980
18 N 1.785 5.954 3.321
19 H 2.403 0.009 2.986
20 H 2.618 -1.742 2.831
21 H 1.153 -0.970 2.305
22 H 3.136 -1.589 0.594
23 H 3.718 0.020 1.112
24 H 0.234 -1.427 0.617
25 H -0.076 -1.003 -1.041
26 H -2.086 0.713 -0.752
27 H -3.367 -0.262 1.366
28 H -2.104 -1.466 1.635
29 H -1.981 3.312 -1.025
30 H -3.666 2.403 1.492
31 H -2.847 3.608 2.531
32 H -5.009 4.274 1.260
33 H -3.803 5.306 1.494
34 H -1.386 5.603 1.258
35 H -0.420 5.453 -0.182
36 H 0.242 4.270 2.572
37 H 1.461 3.018 1.323
38 H 1.983 6.175 1.240
39 H 0.517 6.867 1.889
40 H 2.084 5.005 3.502
41 H 2.624 6.512 3.352
42 Li -1.410 3.129 3.141
43 C 1.200 -4.144 -0.316
44 C 1.186 -4.143 -1.838
45 N 1.403 -5.453 -2.413
46 C 1.622 -5.421 -3.844
47 C 0.474 -4.950 -4.752
48 C 0.517 -6.498 -1.925
49 C -0.995 -6.309 -2.115
50 H 2.133 -4.534 0.086
51 H 1.098 -3.123 0.057
52 H 0.369 -4.714 0.096
53 H 1.992 -3.490 -2.195
54 H 0.239 -3.681 -2.182
55 H 1.939 -6.417 -4.165
56 H 2.485 -4.772 -4.025
57 H -0.296 -5.711 -4.865
58 H 0.862 -4.739 -5.751
59 H 0.005 -4.037 -4.382
60 H 0.712 -6.630 -0.860
61 H 0.825 -7.442 -2.382
62 H -1.312 -5.290 -1.891
63 H -1.532 -6.973 -1.435
64 H -1.320 -6.556 -3.126
65 C -2.836 7.331 -1.660
66 Cl -1.913 8.655 -2.363
67 Cl -2.984 7.490 0.101
68 H -3.832 7.331 -2.084
69 H -2.330 6.398 -1.877
70 C 0.875 -4.332 3.020
71 O -0.115 -5.047 2.726
72 O 2.094 -4.720 2.878
73 O 0.763 -3.091 3.405
74 O 2.846 -0.077 -3.547
75 H 2.088 -0.321 -4.157
76 H 2.539 -0.093 -2.587
77 H 3.221 0.821 -3.779

Forces on the atoms, in the same order (eV/Å):
0.1 0.9 -0.2
-0.4 -0.7 0.3
0.1 0.3 -0.1
0.0 0.4 0.0
0.3 -0.7 0.0
0.7 0.9 -0.3
-0.6 -0.5 0.2
-0.1 0.3 0.2
0.1 0.3 0.0
-0.5 0.0 0.2
-0.3 0.5 -0.7
1.2 0.5 -0.6
-0.2 -0.3 0.3
-0.1 -0.5 0.6
0.2 -0.1 -0.1
0.2 0.2 0.2
0.6 0.0 0.0
-0.3 0.0 0.0
0.1 0.2 0.2
-0.1 -0.3 0.0
-0.1 -0.5 0.0
0.3 -0.1 -0.3
0.4 0.1 -0.3
0.2 -0.2 0.2
0.0 -0.2 -0.2
-0.1 0.1 0.1
-0.4 -0.2 -0.1
0.1 -0.3 0.0
-0.2 -0.3 0.0
-0.3 -0.2 0.2
-1.0 -0.1 0.3
-0.1 0.0 -0.1
0.0 0.3 -0.2
-0.2 0.3 0.0
0.1 0.1 -0.3
-0.1 -0.1 0.1
-0.1 -0.3 -0.2
0.0 0.1 -0.4
-0.2 0.2 0.2
0.2 -0.1 0.0
0.1 0.2 0.2
0.9 -0.8 0.3
0.0 0.1 -0.2
0.0 0.2 0.2
0.0 0.0 -0.2
0.1 0.0 -0.1
0.1 -0.1 -0.1
-0.1 -0.2 0.3
0.0 -0.1 -0.1
-0.1 -0.1 0.1
0.0 -0.1 0.0
0.1 0.0 0.2
0.0 0.0 -0.1
0.0 0.0 0.0
-0.1 0.0 0.0
0.0 0.1 0.1
-0.1 0.0 0.1
0.0 0.0 0.0
0.0 0.0 0.0
0.0 0.1 0.0
0.0 0.0 -0.1
0.0 0.0 0.0
0.0 0.0 0.0
0.0 0.1 0.0
0.0 -0.1 -0.1
0.0 0.0 0.0
-0.1 0.3 0.0
0.0 0.1 0.0
0.0 0.0 0.0
1.1 0.8 -0.4
-0.2 0.0 0.0
-0.4 -0.3 0.0
-0.8 0.2 0.0
0.0 0.0 -0.3
0.2 0.1 0.2
-0.2 0.0 0.6
-0.2 -0.2 0.1

This record from OMol25 describes a 11-piece molecular cluster, C17H43N9O22 overall in a non-equilibrium geometry. The level of theory is ωB97M-V with the def2-TZVPD basis set.

Its frontier orbital gap is 10.3 eV. The calculation puts the energy relative to the best compared isomer or geometry (same formula, charge and spin) at 39.6 kcal/mol. As for the SMILES: C[N+](=O)[O-].C[N+](=O)[O-].C[N+](=O)[O-].C[N+](=O)[O-].C[N+](=O)[O-].C[N+](=O)[O-].C[N+](=O)[O-].C[N+](=O)[O-].C[N+](=O)[O-].CCOC(C)=O.CCOC(C)=O. The calculation puts the highest occupied orbital energy at -10.4 eV. The calculation puts the total energy at -76755.1096 eV. As for the molecular weight: 725.6 g/mol. Its spin multiplicity is 1.

Cartesian coordinates (Å):
1 C -3.687 -3.981 0.850
2 N -4.806 -4.695 1.565
3 O -5.793 -4.054 1.876
4 O -4.650 -5.924 1.815
5 H -4.055 -3.042 0.436
6 H -3.433 -4.676 0.050
7 H -2.889 -3.866 1.585
8 C -4.993 4.960 4.271
9 N -4.917 5.344 5.673
10 O -5.840 5.964 6.218
11 O -3.892 4.992 6.280
12 H -5.511 5.763 3.745
13 H -5.495 3.993 4.231
14 H -3.995 4.946 3.833
15 C -1.486 1.079 2.741
16 N -0.503 1.242 1.637
17 O -0.405 0.341 0.814
18 O 0.045 2.324 1.652
19 H -2.531 1.234 2.472
20 H -1.223 1.817 3.498
21 H -1.342 0.125 3.249
22 C 5.679 2.814 0.919
23 N 6.994 3.247 1.492
24 O 7.890 3.443 0.705
25 O 7.046 3.260 2.731
26 H 5.757 1.788 0.560
27 H 5.488 3.435 0.043
28 H 4.874 2.965 1.639
29 C -7.330 -1.795 6.754
30 N -6.703 -0.536 6.303
31 O -6.787 0.491 7.010
32 O -6.172 -0.612 5.208
33 H -8.390 -1.557 6.656
34 H -7.076 -1.898 7.809
35 H -6.962 -2.708 6.287
36 C 3.725 -2.279 0.038
37 N 4.753 -2.263 1.112
38 O 5.704 -3.021 1.039
39 O 4.617 -1.410 1.966
40 H 3.447 -1.237 -0.125
41 H 2.893 -2.872 0.418
42 H 4.153 -2.657 -0.890
43 C 2.309 6.859 0.803
44 N 1.871 6.492 2.203
45 O 2.695 6.120 3.009
46 O 0.672 6.722 2.380
47 H 3.321 6.479 0.665
48 H 2.164 7.935 0.711
49 H 1.589 6.289 0.217
50 C 2.868 -3.553 6.119
51 N 1.681 -2.771 5.744
52 O 1.386 -1.848 6.452
53 O 1.022 -3.198 4.787
54 H 2.979 -3.528 7.203
55 H 3.720 -3.039 5.673
56 H 2.772 -4.562 5.719
57 C -4.630 5.911 -1.929
58 N -3.554 5.075 -1.280
59 O -2.418 5.359 -1.576
60 O -3.813 4.134 -0.525
61 H -4.116 6.526 -2.667
62 H -4.992 6.581 -1.149
63 H -5.346 5.275 -2.450
64 C -0.987 -6.329 -8.078
65 C -0.106 -6.041 -6.772
66 O -0.839 -5.101 -5.969
67 C -0.251 -4.501 -4.874
68 C -1.107 -3.368 -4.281
69 O 0.896 -4.738 -4.432
70 H -0.389 -7.052 -8.632
71 H -1.100 -5.456 -8.721
72 H -1.992 -6.703 -7.883
73 H 0.103 -6.953 -6.213
74 H 0.789 -5.518 -7.109
75 H -0.744 -3.179 -3.271
76 H -2.131 -3.741 -4.308
77 H -1.025 -2.414 -4.801
78 C 5.652 -1.726 -4.966
79 C 4.867 -0.654 -5.718
80 O 3.815 -0.135 -4.893
81 C 2.845 0.626 -5.401
82 C 1.904 1.147 -4.313
83 O 2.648 0.865 -6.602
84 H 5.943 -1.376 -3.975
85 H 6.597 -1.832 -5.499
86 H 5.156 -2.697 -4.962
87 H 5.550 0.175 -5.904
88 H 4.539 -1.109 -6.653
89 H 0.883 1.400 -4.600
90 H 2.166 2.162 -4.014
91 H 1.939 0.506 -3.432

Forces on the atoms, in the same order (eV/Å):
-0.5 -0.8 -0.1
-0.4 -1.9 0.8
0.7 -0.4 -0.2
-0.1 3.0 -0.7
0.0 -0.1 0.4
0.4 0.2 0.1
0.0 0.0 -0.3
-0.1 0.6 -1.1
0.9 0.4 3.0
1.1 -0.9 -1.3
-1.4 0.4 -1.0
-0.5 -0.4 0.1
0.0 0.2 -0.2
0.0 -0.4 0.5
0.2 -0.2 1.7
-1.4 0.0 0.2
0.4 0.9 0.5
0.7 -0.5 -0.9
0.3 -0.2 -0.6
-0.1 0.2 -0.3
-0.1 -0.2 -0.6
-0.4 0.6 -0.6
-0.9 -1.0 1.5
0.2 0.3 0.4
0.5 0.3 -1.9
0.2 0.0 0.4
0.1 0.0 0.1
0.4 -0.2 0.1
-0.3 0.2 1.6
0.7 1.1 -0.1
0.1 -2.2 -1.4
0.0 0.7 0.5
0.0 -0.7 0.0
-0.3 0.2 0.1
-0.2 0.6 -0.7
0.0 0.2 -0.3
0.9 0.4 -0.3
-0.6 0.0 0.0
-0.2 -0.1 0.3
-0.2 -0.2 0.2
0.0 0.1 -0.2
0.0 -0.3 0.4
-0.2 -1.1 0.6
-0.8 1.4 -0.5
-0.6 -0.1 -0.1
1.3 -0.7 0.6
-0.1 0.4 0.0
0.2 -0.2 -0.1
0.2 0.4 -0.4
0.8 -0.2 0.0
-1.2 -1.5 -0.7
-0.2 0.7 0.0
0.7 0.8 0.8
-0.2 0.0 -0.2
0.0 -0.1 0.0
0.0 0.3 0.1
0.7 0.2 0.0
0.3 -1.4 0.4
0.3 0.5 -0.2
-0.7 1.3 -0.8
0.0 -0.2 0.1
-0.5 -0.4 -0.1
-0.1 0.0 0.6
1.2 0.2 1.2
-1.3 0.6 -1.6
0.2 0.8 1.7
2.9 0.3 0.2
0.2 -1.2 -0.1
-3.4 0.0 -1.7
-0.3 -0.2 -0.2
0.2 0.2 0.3
0.2 -0.2 0.3
0.1 0.1 0.0
0.3 -0.4 0.2
-0.2 -0.2 0.0
-0.1 0.4 0.2
0.0 -0.3 -0.4
0.1 0.5 -0.2
0.8 -0.3 0.1
-0.2 -0.2 0.2
-1.9 0.8 -2.3
0.3 0.4 0.3
1.1 -0.7 2.5
-0.3 -0.2 0.2
0.0 -0.2 -0.1
-0.1 0.1 0.3
-0.1 0.1 -0.3
-0.5 0.5 0.0
0.0 -1.0 -0.6
0.9 0.0 0.2
-0.1 0.1 -0.1

This record from OMol25 describes C17H44B2F3INO5PSi2 as an isolated structure in a non-equilibrium geometry. The level of theory is ωB97M-V with the def2-TZVPD basis set.

Its frontier orbital gap is 7.3 eV. The calculation puts the highest occupied orbital energy at -7.8 eV. The calculation puts the total energy at -72726.7424 eV. As for the molecular weight: 635.2 g/mol. Its spin multiplicity is 1.

Cartesian coordinates (Å):
1 C -1.144 2.560 -1.155
2 C -0.170 1.482 -1.835
3 O 1.161 2.050 -1.767
4 B 2.184 1.054 -1.929
5 O 2.294 0.309 -3.127
6 Si 3.437 0.815 -0.446
7 O 4.119 -0.718 -0.224
8 Si 3.128 -2.044 0.154
9 C 4.327 -3.572 0.121
10 I 1.369 -2.651 -1.480
11 B 2.307 -2.120 1.918
12 C 1.720 -3.586 2.374
13 O 2.184 -1.075 2.883
14 P 2.527 1.788 1.317
15 N 1.983 3.443 0.937
16 O 3.850 2.062 2.398
17 C 4.951 1.968 -0.924
18 F 6.092 1.721 -0.163
19 F 4.544 3.295 -0.762
20 F 5.260 1.838 -2.297
21 H -0.957 2.564 -0.034
22 H -0.824 3.585 -1.520
23 H -2.229 2.374 -1.390
24 H -0.285 0.481 -1.329
25 H -0.444 1.438 -2.942
26 H 1.481 0.353 -3.663
27 H 5.323 -3.292 0.573
28 H 3.913 -4.423 0.741
29 H 4.503 -3.904 -0.943
30 H 0.646 -3.542 2.711
31 H 1.813 -4.303 1.505
32 H 2.407 -3.982 3.194
33 H 1.218 -0.929 2.976
34 H 1.039 3.340 0.551
35 H 1.881 3.910 1.852
36 H 4.652 1.631 2.054
37 C -2.358 0.088 -7.555
38 C -3.038 -0.440 -6.298
39 C -2.176 -0.308 -5.042
40 C -0.865 -1.097 -5.063
41 C -1.011 -2.604 -5.285
42 C -1.795 -3.302 -4.182
43 H -1.453 -0.475 -7.792
44 H -3.032 0.005 -8.411
45 H -2.088 1.141 -7.439
46 H -3.335 -1.482 -6.451
47 H -3.964 0.123 -6.142
48 H -2.771 -0.613 -4.175
49 H -1.939 0.751 -4.884
50 H -0.345 -0.930 -4.111
51 H -0.208 -0.691 -5.839
52 H -0.010 -3.044 -5.333
53 H -1.479 -2.804 -6.253
54 H -1.318 -3.145 -3.213
55 H -1.836 -4.378 -4.370
56 H -2.823 -2.939 -4.124
57 C -1.060 0.559 3.447
58 C -2.140 1.465 4.024
59 C -1.709 2.180 5.304
60 C -1.381 1.265 6.486
61 C -2.509 0.325 6.917
62 C -3.752 1.058 7.406
63 H -0.805 -0.253 4.134
64 H -1.408 0.106 2.514
65 H -0.151 1.126 3.228
66 H -3.052 0.886 4.197
67 H -2.395 2.221 3.274
68 H -2.497 2.883 5.595
69 H -0.827 2.793 5.088
70 H -1.097 1.890 7.339
71 H -0.497 0.664 6.248
72 H -2.138 -0.310 7.728
73 H -2.779 -0.350 6.099
74 H -3.513 1.708 8.252
75 H -4.507 0.341 7.735
76 H -4.198 1.668 6.617

Forces on the atoms, in the same order (eV/Å):
1.1 -0.2 0.1
-1.6 1.6 -0.6
0.8 -2.3 0.5
-1.7 0.3 -2.7
-0.6 0.9 1.9
2.4 0.4 -0.5
-2.0 0.5 0.1
2.7 -1.2 -0.7
0.1 0.1 0.0
0.0 0.3 0.2
-1.5 0.0 3.1
0.7 0.0 -0.9
-0.6 -0.9 -1.9
-0.5 0.3 2.4
0.6 -0.6 0.2
-0.9 -0.4 -1.5
-0.1 0.3 -0.9
-1.3 0.8 -1.2
1.1 -1.8 -0.1
0.2 0.3 2.1
-0.5 -0.2 -1.3
-0.5 -1.2 0.2
1.2 0.1 0.3
0.4 0.9 -0.6
0.1 -0.4 1.4
0.5 0.2 0.0
-1.0 -0.2 -0.5
0.4 0.9 -0.9
-0.2 0.2 1.1
1.1 -0.1 -0.1
-0.4 0.5 1.0
-1.0 0.5 -0.8
0.7 0.0 0.6
0.4 0.1 0.1
0.1 -0.3 -0.5
-0.2 0.4 0.2
-0.1 -0.1 -0.1
0.0 0.2 0.0
-0.1 -0.1 0.1
0.1 0.1 -0.2
0.1 0.0 0.1
-0.1 -0.1 -0.1
0.0 0.1 0.0
0.1 0.0 0.0
0.0 0.0 0.0
0.0 0.0 0.1
0.0 -0.1 0.0
0.0 0.0 0.0
0.0 0.0 0.0
0.0 -0.1 0.0
0.0 0.0 0.0
0.0 0.0 -0.1
0.0 0.1 0.0
-0.1 0.0 0.0
0.0 0.1 0.1
0.0 0.0 0.0
0.0 -0.1 -0.1
0.1 0.1 0.0
-0.1 0.1 0.1
0.1 -0.1 0.0
0.1 0.1 0.1
-0.1 -0.1 0.0
0.0 0.0 0.0
0.1 0.0 0.0
0.0 0.0 0.0
0.0 0.0 0.0
0.0 0.0 0.0
0.0 0.0 0.0
0.0 0.0 0.0
0.0 0.0 0.0
0.0 0.0 0.0
0.0 0.0 -0.1
0.0 0.0 0.0
0.0 0.0 -0.1
0.0 0.1 0.0
0.0 0.0 0.1

Among the records above, which one has the lowest total energy? C17H43Cl2ILiN3O7SSi2